Record 1
Molecular formula: C39H32As2AuBF4NS
Method: DFT, wB97M-V/def2-TZVPD

Geometry (Å):
Au (0.14257, 0.08117, -0.42948)
C (0.75926, -1.57850, 2.50120)
C (2.16083, -1.36351, 1.89693)
As (2.28484, 0.05462, 0.56592)
C (2.48620, 1.69626, 1.52845)
C (1.89844, 3.00114, 1.06656)
C (1.11287, 3.64224, 2.17571)
C (1.60435, 3.55133, 3.43314)
C (2.69463, 2.68568, 3.72039)
C (3.02421, 1.69226, 2.80085)
C (3.97631, -0.28044, -0.27312)
C (4.36026, -1.58559, -0.56949)
C (5.68216, -1.84391, -0.89542)
C (6.60891, -0.81191, -0.93295)
C (6.21281, 0.49343, -0.67609)
C (4.89633, 0.76405, -0.34384)
As (-0.12177, 0.04584, 3.21648)
C (-1.99236, -0.50248, 3.10724)
C (-2.43448, -1.80011, 2.86976)
C (-3.79178, -2.08978, 2.88892)
C (-4.71834, -1.08759, 3.13292)
C (-4.28816, 0.21348, 3.35680)
C (-2.93233, 0.50199, 3.34037)
C (0.17213, -0.40461, 5.10518)
C (-0.84303, -0.78636, 5.97421)
C (-0.53645, -1.24126, 7.24953)
C (0.78249, -1.30949, 7.66990)
C (1.80057, -0.90472, 6.81886)
C (1.49378, -0.45034, 5.54651)
H (0.82612, -2.31940, 3.29813)
H (0.10594, -1.98515, 1.72555)
H (2.47156, -2.28103, 1.39388)
H (2.88898, -1.13598, 2.67831)
H (1.94602, 2.51299, -0.99544)
H (0.26148, 4.26348, 1.92992)
H (1.15038, 4.09762, 4.24919)
H (3.15045, 2.69700, 4.69983)
H (3.66080, 0.86588, 3.10314)
H (3.64001, -2.39344, -0.55779)
H (5.98740, -2.85873, -1.10979)
H (7.64467, -1.02299, -1.16101)
H (6.93024, 1.30122, -0.72026)
H (4.58002, 1.77585, -0.11667)
H (-1.72840, -2.60190, 2.68952)
H (-4.12239, -3.10733, 2.72620)
H (-5.77406, -1.32300, 3.16575)
H (-5.00800, 0.99934, 3.54662)
H (-2.57949, 1.51123, 3.53577)
H (-1.87558, -0.74327, 5.65020)
H (-1.33350, -1.55069, 7.91252)
H (1.01862, -1.67796, 8.65890)
H (2.83162, -0.94860, 7.14407)
H (2.29069, -0.13434, 4.88201)
S (-3.99685, 1.79959, -0.89527)
C (-4.26344, 0.09223, -1.08363)
C (-5.46713, -0.58489, -1.22099)
C (-5.42046, -1.95770, -1.35786)
C (-4.20068, -2.64254, -1.36909)
C (-3.00341, -1.97473, -1.22799)
C (-3.03732, -0.59055, -1.07291)
N (-1.96017, 0.25360, -0.90119)
C (-2.31090, 1.51043, -0.78858)
C (-1.27489, 2.51726, -0.63207)
C (-1.50826, 3.89365, -0.85526)
C (-0.40935, 4.76775, -0.94650)
C (0.86054, 4.33726, -0.75079)
C (1.18653, 2.93774, -0.31519)
C (-0.01314, 2.06756, -0.36367)
H (-6.40735, -0.05124, -1.22089)
H (-6.34382, -2.51402, -1.44106)
H (-4.19565, -3.71698, -1.48826)
H (-2.05746, -2.49804, -1.23436)
H (-2.51672, 4.24027, -1.03136)
H (-0.58753, 5.79939, -1.21933)
H (1.70439, 5.00148, -0.88679)
H (2.75858, 3.67953, 0.90550)
F (1.31338, -1.84874, -0.99244)
B (0.72488, -3.28688, -0.98015)
F (0.37806, -3.56073, -2.26042)
F (-0.37008, -3.14538, -0.12874)
F (1.72042, -4.04838, -0.43812)

Cartesian forces (eV/Å) of the 3 atoms listed first:
Au -0.11 -0.63 -0.60
C 0.10 0.12 -0.42
C -0.56 -0.24 0.34

**Energy**: -6989.7314 hartree
**⟨S²⟩**: 2.095
**Multiplicity**: 3
**Charge**: +1
**Largest force on an atom**: 0.0252 hartree/bohr

Record 2
Molecular formula: C5H14N2
Method: DFT, wB97M-V/def2-TZVPD

Geometry (Å):
C (2.64170, -0.12181, 0.59021)
C (1.26711, -0.48832, 0.00008)
C (1.43379, -1.49841, -1.13042)
C (0.44970, 0.74265, -0.43346)
N (-0.97444, 0.52032, -0.50990)
C (-1.67892, 0.24092, 0.71264)
N (-3.03706, 0.78842, 0.69358)
H (2.60786, 0.79715, 1.16104)
H (3.36557, 0.04774, -0.21009)
H (3.04555, -0.87837, 1.26110)
H (0.72795, -0.97358, 0.80908)
H (0.89412, -2.42824, -0.95575)
H (1.04216, -1.15771, -2.09645)
H (2.44993, -1.79741, -1.35300)
H (0.81575, 1.04728, -1.40155)
H (0.61682, 1.56190, 0.26398)
H (-1.24329, -0.09730, -1.26313)
H (-1.67531, -0.84242, 0.93040)
H (-1.14787, 0.71250, 1.53475)
H (-3.65817, 0.09501, 0.28702)
H (-3.35295, 0.89779, 1.65264)

Cartesian forces (eV/Å) of the 3 atoms listed first:
C 0.00 0.30 -0.41
C 0.75 0.00 0.46
C -0.67 -0.59 -0.76

**Energy**: -308.3917 hartree
**Energy relative to the best compared isomer or geometry (same formula, charge and spin)**: 19.7 kcal per mole
**Multiplicity**: 1
**Largest force on an atom**: 0.0228 hartree/bohr

Record 3
Molecular formula: C36H54N11O6
Method: DFT, wB97M-V/def2-TZVPD

Geometry (Å):
C (-6.72599, -0.37904, 1.90548)
C (-6.06873, 0.43513, 1.32450)
C (-5.26446, 1.38828, 0.57645)
O (-4.52982, 0.80362, -0.49552)
C (-5.35346, 0.25123, -1.50715)
H (-5.84522, -0.65643, -1.13494)
C (-4.50699, -0.08294, -2.72983)
H (-5.17250, -0.46393, -3.51385)
O (-3.54470, -1.05781, -2.38148)
C (-2.99357, -1.74481, -3.48842)
C (-1.92904, -2.71332, -2.96017)
O (-0.92522, -2.09109, -2.18306)
C (0.25410, -1.67724, -2.86174)
C (0.08922, -0.35503, -3.63324)
N (-0.57156, 0.62440, -2.80621)
C (0.12962, 1.37959, -1.92619)
N (-0.52240, 1.75359, -0.81290)
C (0.16821, 2.60365, -0.01678)
N (-0.46382, 3.17186, 1.00861)
C (0.23732, 3.93129, 2.02143)
H (1.25152, 4.11389, 1.67350)
H (0.26200, 3.33611, 2.94049)
C (-0.50097, 5.24867, 2.26919)
H (-0.06448, 5.77742, 3.11673)
O (-1.85176, 5.01941, 2.59909)
C (-2.51179, 4.33812, 1.56571)
H (-3.54600, 4.21521, 1.89303)
C (-1.86562, 2.97189, 1.28843)
H (-2.33829, 2.50746, 0.42346)
H (-1.95902, 2.33168, 2.17405)
H (-2.49286, 4.94030, 0.64332)
H (-0.43817, 5.88282, 1.37162)
N (1.45386, 2.90287, -0.20357)
C (2.00708, 2.44133, -1.32090)
N (1.36637, 1.71539, -2.24206)
N (3.28998, 2.78885, -1.57713)
H (-2.99086, -0.21029, -0.20127)
C (4.16528, 3.14164, -0.48358)
H (4.75249, 4.02230, -0.75630)
H (3.53638, 3.38042, 0.37402)
C (5.10051, 1.93284, -0.19590)
N (4.50630, 0.75077, -0.78532)
C (3.47564, 0.05326, -0.25433)
O (2.78663, -0.69356, -0.92668)
C (3.26294, 0.14798, 1.26302)
N (1.86033, 0.03062, 1.54069)
C (0.95820, -0.83541, 1.04265)
C (-0.24278, -0.40549, 1.57047)
N (0.00807, 0.66114, 2.35658)
N (1.26144, 0.91124, 2.33133)
C (-1.61829, -0.89744, 1.27387)
N (-1.97758, -0.37841, -0.07996)
H (-1.45672, 0.55631, -0.29576)
H (-1.67780, -1.06066, -0.80152)
C (-1.66461, -2.42701, 1.31577)
H (-0.96650, -2.75977, 2.08640)
H (-1.29782, -2.81583, 0.36290)
C (-3.03508, -3.03841, 1.62949)
C (-4.10828, -2.61224, 0.63188)
H (-5.00259, -3.21361, 0.77569)
H (-3.77039, -2.74839, -0.39211)
H (-4.39100, -1.57480, 0.78261)
C (-2.90108, -4.56022, 1.64764)
H (-2.15877, -4.87284, 2.37789)
H (-3.84805, -5.02392, 1.90971)
H (-2.59867, -4.92840, 0.66962)
H (-3.34126, -2.70768, 2.62771)
H (-2.30488, -0.46610, 2.00732)
H (1.20947, -1.63862, 0.38837)
H (3.53935, 1.12771, 1.65770)
C (4.08154, -0.95359, 1.98603)
C (3.52522, -2.32146, 1.71326)
C (2.57451, -2.87055, 2.56483)
C (1.99999, -4.09805, 2.29047)
C (2.36517, -4.79641, 1.14526)
C (3.32672, -4.25760, 0.29345)
C (3.90068, -3.03702, 0.58134)
H (4.65128, -2.63535, -0.08250)
H (3.61211, -4.81597, -0.58309)
O (1.81544, -5.99173, 0.81723)
H (1.23003, -6.29799, 1.52052)
H (1.27049, -4.51923, 2.96962)
H (2.28193, -2.33803, 3.45885)
H (5.11647, -0.88418, 1.64745)
H (4.04844, -0.74577, 3.05726)
C (4.56775, 0.81523, -2.23734)
H (5.60660, 0.70482, -2.55433)
H (3.97798, -0.01294, -2.62902)
C (3.98107, 2.17887, -2.68835)
H (3.27219, 2.04673, -3.50315)
H (4.77386, 2.86234, -3.00010)
H (6.06812, 2.07546, -0.68294)
H (5.28281, 1.80786, 0.86919)
H (-1.50213, 0.37462, -2.50338)
H (-0.48561, -0.49543, -4.55142)
H (1.07578, 0.03175, -3.88492)
H (0.99737, -1.53263, -2.07419)
H (0.59899, -2.46766, -3.53659)
H (-1.48873, -3.25938, -3.80013)
H (-2.41631, -3.42901, -2.29092)
H (-3.77027, -2.32419, -4.00651)
H (-2.56799, -1.02950, -4.20356)
H (-4.00673, 0.82292, -3.10186)
H (-6.12378, 0.97490, -1.80156)
H (-4.51439, 1.83575, 1.23553)
H (-5.92031, 2.18164, 0.18856)
H (-7.30907, -1.06926, 2.43925)

Cartesian forces (eV/Å) of the 3 atoms listed first:
C 0.29 0.47 -0.21
C -0.13 -0.34 0.06
C 0.15 0.38 -0.08

**Energy**: -2457.7499 hartree
**Energy relative to the best compared isomer or geometry (same formula, charge and spin)**: 3.1 kcal per mole
**Multiplicity**: 1
**Charge**: +1
**Largest force on an atom**: 0.0258 hartree/bohr

Record 4
Molecular formula: C3H10O3
Method: DFT, wB97M-V/def2-TZVPD

Geometry (Å):
O (-1.18461, -0.18766, -1.35425)
C (-0.10131, -0.08145, -1.92492)
C (1.20799, -0.45316, -1.41006)
C (1.30989, -0.05663, 0.07002)
H (-0.31926, 0.08258, -2.96560)
H (2.23558, -0.96857, -1.63759)
H (1.94157, -2.09784, -1.66929)
H (1.60500, -0.97967, 0.63784)
H (0.23115, 0.17413, 0.30447)
H (2.05325, 0.69471, 0.30504)
H (-0.12938, -0.78628, 3.35740)
H (-0.84889, -0.26331, 1.00219)
O (-0.67855, -0.42981, 2.63277)
H (-2.09561, 1.79163, 0.13823)
H (-2.63520, 1.43857, 1.59587)
O (-2.59164, 2.12277, 0.91787)

Cartesian forces (eV/Å) of the 3 atoms listed first:
O 1.16 0.85 1.67
C -2.25 -2.77 -2.39
C 3.79 -1.00 2.68

**Energy**: -345.6249 hartree
**Energy relative to the best compared isomer or geometry (same formula, charge and spin)**: 244.4 kcal per mole
**Multiplicity**: 1
**Largest force on an atom**: 0.0947 hartree/bohr

Record 5
Molecular formula: C22H36N4O3
Method: DFT, wB97M-V/def2-TZVPD

Geometry (Å):
C (-3.59998, 6.68541, -2.48133)
O (-2.99103, 5.51532, -2.97164)
C (-3.11095, 5.40245, -4.37622)
C (-2.44008, 4.12279, -4.82460)
C (-3.10951, 2.87917, -4.25358)
C (-2.40578, 1.58506, -4.67488)
C (-0.93236, 1.59507, -4.31260)
O (-0.04614, 1.56718, -5.14915)
N (-0.66922, 1.67658, -2.98234)
C (0.69014, 1.76614, -2.46565)
C (0.68163, 2.46325, -1.10934)
C (0.05520, 1.60969, -0.00483)
C (0.77964, 0.27209, 0.09456)
N (0.27339, -0.59740, 1.16728)
C (-1.04891, -0.38345, 1.72427)
C (1.11279, -1.59655, 1.55989)
O (2.27099, -1.65377, 1.15547)
C (0.60495, -2.65468, 2.46058)
C (-0.59455, -3.31410, 2.56379)
N (-0.49137, -4.38646, 3.39731)
C (0.75828, -4.37835, 3.81747)
N (1.46836, -3.36170, 3.27835)
C (2.88607, -3.10320, 3.53007)
C (3.32781, -3.82977, 4.78953)
C (2.88161, -5.28922, 4.77949)
C (3.46703, -6.07133, 5.94536)
C (1.35445, -5.33001, 4.79959)
C (0.71543, -0.45078, -1.25456)
C (1.34461, 0.38902, -2.35940)
H (-3.46340, 6.70178, -1.40206)
H (-3.14240, 7.58376, -2.91258)
H (-4.67326, 6.70066, -2.70606)
H (-4.17504, 5.39853, -4.65695)
H (-2.64518, 6.27118, -4.86024)
H (-2.44941, 4.08342, -5.91753)
H (-1.38933, 4.15618, -4.52318)
H (-3.13172, 2.96005, -3.16436)
H (-4.15187, 2.83949, -4.58261)
H (-2.89401, 0.72817, -4.20296)
H (-2.45747, 1.44918, -5.75425)
H (-1.44304, 1.68235, -2.34059)
H (1.25421, 2.36664, -3.18042)
H (1.71724, 2.68477, -0.83704)
H (0.15859, 3.41873, -1.19111)
H (0.10035, 2.15960, 0.93710)
H (-1.00556, 1.43250, -0.21849)
H (1.83178, 0.46698, 0.31682)
H (-1.13238, -0.89900, 2.67520)
H (-1.21168, 0.67579, 1.90930)
H (-1.84303, -0.74256, 1.06204)
H (-1.51603, -3.09405, 2.05044)
H (3.45850, -3.43385, 2.66363)
H (3.03366, -2.02892, 3.61491)
H (4.41493, -3.75969, 4.86400)
H (2.91131, -3.33622, 5.67481)
H (3.22643, -5.74107, 3.84155)
H (3.17599, -5.61613, 6.89555)
H (3.11189, -7.10314, 5.94740)
H (4.55698, -6.08927, 5.90146)
H (1.00059, -5.06897, 5.80343)
H (0.97544, -6.33031, 4.58631)
H (1.22008, -1.41257, -1.17595)
H (-0.33862, -0.64741, -1.48968)
H (1.27335, -0.11162, -3.32558)
H (2.40962, 0.52659, -2.14518)

Cartesian forces (eV/Å) of the 3 atoms listed first:
C 0.00 0.01 0.01
O 0.01 -0.01 0.00
C -0.01 0.01 -0.02

**Energy**: -1304.7118 hartree
**Energy relative to the best compared isomer or geometry (same formula, charge and spin)**: 6.9 kcal per mole
**Multiplicity**: 1
**Largest force on an atom**: 0.0038 hartree/bohr